Here is a gas-phase ion, CHBr2O2S (charge -1) from the Open Molecules 2025 dataset. Energies are from ωB97M-V/def2-TZVPD.

Computed properties:
M ... 236.89 g mol⁻¹
Net charge ... -1
F_max ... 0.03076 Eh/bohr

Each line ends with the Mulliken charge.
Cartesian coordinates (Å):
C1 2.058 -0.391 -0.294  -0.292
O1 -1.681 0.884 1.642  -0.438
O2 -2.380 0.685 -0.694  -0.463
S1 -1.620 0.119 0.404  0.635
Br1 0.725 1.235 -0.236  -0.233
Br2 1.175 -1.934 0.528  -0.286
H1 1.723 -0.599 -1.350  0.077

Forces on the atoms, in the same order (eV/Å):
0.0 0.4 -1.5
-0.3 -0.8 -0.5
-0.1 -0.4 0.2
-0.6 1.2 0.5
0.6 0.2 0.1
-0.3 -0.6 0.6
0.7 0.0 0.6



Here is a molecular structure, C4H8NO from the Open Molecules 2025 dataset. Energies are from ωB97M-V/def2-TZVPD.

Computed properties:
M ... 86.11 g mol⁻¹
Net charge ... +1
F_max ... 0.07868 Eh/bohr

Each line ends with the Mulliken charge.
Cartesian coordinates (Å):
C1 1.677 -1.781 -0.896  0.208
C2 0.612 -0.178 -0.496  -1.052
C3 -0.744 0.239 0.030  0.945
C4 -0.866 0.931 1.321  -1.233
N1 -1.800 -0.058 -0.673  -0.330
O1 2.843 -1.635 -0.640  -0.153
H1 1.375 0.391 0.032  0.329
H2 0.643 0.033 -1.566  0.343
H3 -0.397 1.915 1.264  0.331
H4 -0.337 0.390 2.103  0.331
H5 -1.904 1.058 1.620  0.404
H6 -1.710 -0.579 -1.537  0.249
H7 -2.733 0.189 -0.367  0.247
H8 3.341 -0.914 -0.193  0.382

Forces on the atoms, in the same order (eV/Å):
-4.0 -0.3 -0.3
0.0 0.7 0.2
2.0 -1.8 -0.9
-0.3 0.3 0.3
-0.1 0.1 0.1
2.7 0.4 0.6
0.0 0.3 0.0
0.0 0.2 0.0
0.0 0.0 -0.1
0.1 -0.2 0.0
0.0 0.0 0.0
-0.1 0.1 0.1
0.1 0.0 0.0
-0.4 0.3 0.1



Which relative energy (zero: lowest compared OMol25 entry of this formula, charge and spin) belongs to each record? In order, 223.4 339.5 kJ/mol.